ORCA calculation (ωB97M-V/def2-TZVPD) on a 12-piece molecular cluster, C63H63F9O3 overall at a distorted geometry.

Each line ends with the Mulliken charge.
Positions of all 138 atoms, in Å:
F (2.565, -7.300, -1.875)  -0.372
C (2.075, -6.267, -2.586)  0.339
C (1.702, -6.425, -3.897)  -0.498
C (1.246, -5.308, -4.625)  -1.159
C (1.022, -4.130, -3.933)  -0.302
C (1.433, -3.951, -2.616)  0.121
C (1.997, -5.029, -1.961)  -0.853
H (1.822, -7.412, -4.325)  0.438
H (1.019, -5.460, -5.670)  0.448
H (0.529, -3.335, -4.480)  0.928
H (1.348, -2.997, -2.114)  0.467
H (2.252, -4.900, -0.917)  0.378
F (-5.125, -0.323, 5.161)  -0.320
C (-5.057, 0.720, 4.319)  0.338
C (-3.969, 1.565, 4.351)  -0.441
C (-3.857, 2.638, 3.463)  -0.369
C (-4.928, 2.872, 2.624)  0.162
C (-6.086, 2.093, 2.666)  -0.789
C (-6.130, 0.989, 3.491)  -0.288
H (-3.190, 1.403, 5.087)  0.381
H (-2.975, 3.262, 3.434)  0.459
H (-4.785, 3.628, 1.861)  0.088
H (-6.786, 2.282, 1.864)  0.349
H (-7.044, 0.421, 3.617)  0.400
F (-3.727, -0.488, -2.743)  -0.385
C (-3.253, -1.499, -3.497)  0.608
C (-3.071, -1.331, -4.855)  -0.609
C (-2.614, -2.398, -5.605)  -0.317
C (-2.342, -3.617, -5.040)  -0.798
C (-2.594, -3.818, -3.682)  -0.129
C (-3.026, -2.738, -2.884)  -0.403
H (-3.291, -0.401, -5.361)  0.475
H (-2.385, -2.210, -6.648)  0.379
H (-1.902, -4.421, -5.614)  0.418
H (-2.437, -4.819, -3.307)  0.361
H (-3.331, -2.867, -1.854)  0.446
F (-1.000, -6.127, -1.857)  -0.314
C (-0.844, -5.896, -0.546)  -0.286
C (-0.858, -6.945, 0.354)  -0.549
C (-0.615, -6.728, 1.705)  -0.497
C (-0.464, -5.438, 2.181)  -0.614
C (-0.535, -4.378, 1.290)  -0.192
C (-0.664, -4.585, -0.074)  0.564
H (-0.905, -7.972, 0.011)  0.374
H (-0.531, -7.536, 2.419)  0.400
H (-0.320, -5.335, 3.248)  0.375
H (-0.429, -3.370, 1.671)  0.214
H (-0.819, -3.801, -0.804)  0.481
F (0.247, 6.601, -1.623)  -0.367
C (-0.877, 6.280, -0.962)  0.375
C (-0.876, 5.283, 0.001)  -0.654
C (-2.029, 5.094, 0.770)  -0.206
C (-3.105, 5.949, 0.606)  -0.327
C (-3.113, 6.952, -0.352)  -0.657
C (-1.977, 7.111, -1.123)  -0.458
H (0.017, 4.743, 0.292)  0.727
H (-1.949, 4.413, 1.606)  0.359
H (-4.036, 5.763, 1.133)  0.355
H (-3.925, 7.661, -0.422)  0.436
H (-1.969, 7.861, -1.904)  0.430
F (3.222, -1.611, -6.284)  -0.389
C (3.092, -1.288, -4.984)  0.356
C (1.948, -0.683, -4.518)  -1.016
C (1.812, -0.446, -3.151)  0.403
C (2.786, -0.901, -2.262)  -0.172
C (3.953, -1.443, -2.755)  -0.919
C (4.144, -1.589, -4.121)  -0.636
H (1.128, -0.366, -5.148)  0.598
H (0.954, 0.130, -2.841)  0.442
H (2.674, -0.800, -1.191)  0.529
H (4.680, -1.795, -2.034)  0.444
H (4.977, -2.117, -4.567)  0.399
F (4.812, 1.653, 1.291)  -0.381
C (4.053, 2.088, 0.265)  -0.181
C (2.714, 1.737, 0.202)  0.137
C (1.963, 2.241, -0.870)  0.636
C (2.506, 3.067, -1.834)  -0.587
C (3.886, 3.305, -1.792)  -0.794
C (4.630, 2.839, -0.739)  -0.724
H (2.257, 1.183, 1.010)  0.669
H (0.884, 2.138, -0.866)  -0.193
H (1.844, 3.429, -2.606)  0.434
H (4.357, 3.879, -2.578)  0.406
H (5.698, 3.015, -0.671)  0.444
F (1.053, -2.073, 0.338)  -0.464
C (0.170, -1.044, 0.399)  0.163
C (-0.562, -0.755, -0.742)  -0.174
C (-1.461, 0.290, -0.675)  -0.895
C (-1.560, 1.037, 0.497)  -1.137
C (-0.813, 0.749, 1.626)  -0.156
C (0.086, -0.323, 1.574)  -0.502
H (-0.400, -1.325, -1.648)  1.132
H (-2.021, 0.582, -1.552)  0.512
H (-2.281, 1.846, 0.499)  0.579
H (-0.942, 1.312, 2.540)  0.580
H (0.626, -0.628, 2.462)  0.462
F (0.401, 2.082, -4.029)  -0.146
C (-0.803, 2.681, -4.088)  0.134
C (-1.427, 2.920, -5.301)  -0.686
C (-2.645, 3.587, -5.315)  -0.466
C (-3.178, 4.086, -4.131)  -0.863
C (-2.532, 3.892, -2.924)  -0.456
C (-1.304, 3.250, -2.929)  0.632
H (-0.983, 2.564, -6.222)  0.458
H (-3.126, 3.753, -6.268)  0.424
H (-4.133, 4.590, -4.211)  0.396
H (-2.910, 4.343, -2.016)  0.420
H (-0.728, 3.187, -2.013)  0.148
C (5.236, 0.310, 4.561)  -1.392
C (3.951, -0.105, 3.864)  0.850
C (4.025, -0.654, 2.468)  -0.657
O (2.873, 0.017, 4.415)  -0.512
H (5.443, 1.315, 4.175)  0.307
H (6.068, -0.357, 4.354)  0.434
H (5.009, 0.479, 5.611)  0.333
H (4.418, 0.094, 1.778)  0.172
H (3.033, -0.911, 2.093)  -0.169
H (4.584, -1.588, 2.401)  0.626
C (1.222, -2.842, 6.300)  -1.580
C (0.711, -2.307, 4.983)  0.859
C (-0.345, -1.236, 5.008)  0.386
O (1.073, -2.804, 3.944)  -0.455
H (1.761, -2.086, 6.874)  0.345
H (1.887, -3.664, 6.048)  0.362
H (0.348, -3.120, 6.890)  0.410
H (-0.855, -1.211, 5.970)  0.577
H (-1.012, -1.344, 4.158)  0.263
H (0.231, -0.305, 4.972)  -1.057
C (2.551, 3.428, 4.487)  -0.976
C (1.066, 3.264, 4.163)  0.778
C (0.265, 2.508, 5.191)  -0.085
O (0.593, 3.656, 3.132)  -0.433
H (2.951, 2.434, 4.676)  0.014
H (2.683, 4.115, 5.319)  0.427
H (2.981, 3.793, 3.554)  0.267
H (0.539, 1.451, 5.106)  -0.539
H (-0.804, 2.585, 4.994)  0.023
H (0.478, 2.787, 6.222)  0.504

Cartesian forces, eV/Å:
F -0.069 -0.233 -0.102
C 0.064 1.025 0.304
C 0.324 0.007 -0.471
C -0.032 -1.240 1.261
C -0.070 0.693 -0.906
C 0.022 -0.626 -0.595
C -0.220 0.054 0.621
H -0.040 0.087 -0.238
H -0.198 0.298 -0.036
H 0.191 0.221 0.158
H -0.144 -0.102 -0.038
H 0.256 -0.276 -0.008
F 0.081 -0.058 0.071
C -0.191 0.831 -0.142
C 0.975 0.066 0.351
C -0.806 -0.721 0.410
C 0.364 0.235 -0.510
C 1.214 0.211 -0.975
C -0.787 -0.075 0.537
H 0.022 -0.229 -0.064
H 0.044 -0.029 0.100
H -0.404 0.113 0.034
H -0.547 -0.098 0.442
H 0.139 -0.269 -0.283
F -0.012 0.084 -0.088
C 0.057 -1.043 0.016
C -0.168 0.405 0.111
C 0.524 0.407 -0.551
C 0.052 -0.410 0.648
C -0.060 0.799 -0.058
C -0.322 -0.342 -0.760
H 0.002 0.160 0.275
H -0.156 -0.150 -0.064
H -0.171 -0.019 -0.109
H -0.006 0.159 0.457
H 0.268 -0.006 0.107
F -0.110 -0.030 -0.132
C 0.184 0.648 1.506
C 0.636 -0.895 -0.267
C -0.087 0.509 -0.058
C -0.174 -0.474 -0.071
C 0.320 0.469 0.199
C -1.064 -0.935 -0.644
H -0.224 0.088 -0.241
H -0.132 -0.242 -0.244
H 0.097 0.500 -0.061
H -0.047 -0.051 -0.033
H 0.384 0.263 0.185
F 0.053 -0.369 -0.236
C -0.341 0.339 0.878
C -0.009 0.121 0.331
C 0.758 0.691 -0.127
C -1.191 -0.596 -0.079
C 0.811 -0.242 0.275
C -0.103 0.202 -0.835
H 0.106 -0.058 -0.381
H -0.298 -0.236 -0.137
H 0.200 0.143 0.400
H -0.151 -0.174 -0.166
H 0.257 0.100 0.108
F -0.068 0.150 -0.116
C 0.482 0.029 0.732
C -0.476 0.361 0.288
C 0.516 -0.199 -0.141
C -0.385 0.728 -0.145
C 0.210 -0.239 -0.017
C -0.588 -0.729 -0.585
H 0.209 -0.111 -0.334
H -0.052 -0.196 0.269
H -0.134 0.108 -0.009
H 0.229 0.016 -0.221
H 0.246 0.170 0.238
F 0.522 1.118 -0.165
C -1.113 -0.086 -0.875
C 0.137 0.525 -0.025
C -0.352 0.440 0.813
C 0.627 -0.591 0.174
C -0.885 0.384 -0.542
C 1.073 -0.252 0.466
H -0.080 -0.083 -0.076
H 0.027 -0.497 0.068
H 0.286 0.210 -0.163
H 0.059 0.045 0.058
H -0.027 0.121 -0.094
F 0.031 0.177 -0.003
C 0.357 -0.045 -0.095
C 0.157 -0.195 0.249
C 0.388 0.393 0.164
C -0.660 0.369 -0.280
C 0.224 -0.631 -0.370
C -0.536 0.152 0.264
H -0.090 -0.096 0.035
H -0.131 -0.070 0.059
H 0.065 0.084 0.175
H 0.067 0.083 -0.018
H 0.238 -0.063 -0.176
F -0.077 -0.187 -0.249
C -0.328 1.316 0.030
C 0.099 -0.673 -0.142
C 0.501 0.075 0.281
C -0.692 -0.265 -0.612
C 0.311 0.439 -0.430
C 0.126 -0.508 0.596
H 0.040 -0.052 0.042
H -0.128 0.048 0.056
H 0.037 0.111 0.319
H -0.013 -0.124 0.073
H -0.024 -0.154 0.003
C -0.948 0.612 -0.261
C -0.173 -0.557 -0.006
C -0.438 -0.440 -0.469
O 0.115 0.250 0.142
H 0.349 -0.113 -0.226
H 0.047 0.043 0.115
H 0.232 -0.423 0.120
H 0.185 -0.924 0.551
H -0.180 0.066 0.330
H 0.373 0.166 0.198
C 0.028 0.410 -0.303
C -0.355 -0.506 0.136
C 0.640 0.222 0.519
O 0.143 0.065 -0.375
H 0.000 0.094 -0.090
H -0.094 -0.162 0.363
H 0.164 -0.329 0.099
H -0.265 -0.115 -0.127
H -0.052 0.175 0.037
H -0.258 -0.078 -0.327
C -0.828 -0.155 -1.142
C 0.748 -0.261 1.035
C -0.378 -0.324 -0.067
O -0.435 0.211 -0.563
H 0.114 0.037 0.417
H 0.181 -0.071 0.075
H 0.326 0.273 0.257
H 0.131 0.237 -0.018
H 0.021 0.104 -0.006
H 0.109 0.188 -0.062

Results
SMILES = Fc1ccccc1.Fc1ccccc1.Fc1ccccc1.Fc1ccccc1.Fc1ccccc1.Fc1ccccc1.Fc1ccccc1.Fc1ccccc1.Fc1ccccc1.CC(C)=O.CC(C)=O.CC(C)=O
Energy = -3562.9154 Eh
E_LUMO = 0.021 Eh
Spin multiplicity = 1
Energy relative to the best compared isomer or geometry (same formula, charge and spin) = 0.0000 eV